[1]
A molecular structure, C4H12FInO4 in a non-equilibrium geometry. Source: OMol25; level of theory: ωB97M-V with the def2-TZVPD basis set.

```
22
Properties=species:S:1:pos:R:3:mulliken_charge:R:1
In 0.428 -4.298 1.124 0.99
F 0.363 -1.356 0.563 -0.89
C 2.533 -0.111 -1.689 -0.38
C 1.266 0.243 -2.490 -0.02
O 0.223 -0.672 -2.209 -0.30
O 2.296 0.093 -0.296 -0.33
H 3.460 0.404 -1.942 0.38
H 2.772 -1.169 -1.796 0.30
H 1.553 0.221 -3.541 0.36
H 0.968 1.216 -2.101 0.25
H 0.244 -0.671 -1.250 0.20
H 1.609 -0.519 -0.021 0.47
C -1.471 1.192 2.118 -0.41
C -2.693 0.703 1.271 -0.03
O -2.159 0.263 0.055 -0.29
O -0.629 0.113 2.609 -0.33
H -1.803 1.770 2.981 0.38
H -0.839 1.808 1.478 0.30
H -3.401 1.529 1.205 0.38
H -3.047 -0.139 1.866 0.26
H -1.378 -0.271 0.223 0.31
H -0.295 -0.350 1.838 0.39
```

Properties
E   -749.6474 Ha
Lowest unoccupied orbital energy   -14.03 eV
HOMO level   -0.628 hartree
Energy relative to the best compared isomer or geometry (same formula, charge and spin)   2.0568 eV
Charge   +2


[2]
17 unconnected molecules or ions with the total composition C55H75Cl20N7 in a non-equilibrium geometry. Source: OMol25; level of theory: ωB97M-V with the def2-TZVPD basis set.

```
157
Properties=species:S:1:pos:R:3:mulliken_charge:R:1
N -21.102 -22.924 -1.945 0.54
C -21.636 -22.957 -0.707 -0.46
C -22.381 -24.040 -0.225 -0.88
C -22.417 -25.149 -1.013 -0.29
C -21.916 -25.170 -2.274 -1.28
C -21.247 -24.001 -2.704 0.62
H -21.596 -22.040 -0.128 0.38
H -22.897 -24.060 0.744 0.40
H -22.829 -25.985 -0.506 0.41
H -21.871 -26.047 -2.829 0.66
H -20.790 -23.932 -3.709 -0.07
N -23.601 -20.774 -5.060 -0.19
C -23.664 -22.106 -4.866 -0.32
C -24.042 -22.944 -5.892 -0.70
C -24.129 -22.450 -7.185 -0.34
C -23.927 -21.118 -7.370 -0.60
C -23.706 -20.262 -6.273 -0.25
H -23.497 -22.491 -3.847 0.42
H -24.081 -23.974 -5.727 0.64
H -24.146 -23.212 -7.983 0.39
H -23.897 -20.684 -8.378 0.38
H -23.725 -19.164 -6.483 0.42
N -14.759 -18.819 0.110 0.18
C -13.817 -19.239 -0.720 -0.45
C -12.485 -19.508 -0.384 -0.61
C -12.104 -19.380 0.946 -0.53
C -13.105 -19.148 1.885 -0.59
C -14.361 -18.785 1.414 -0.49
H -14.127 -19.335 -1.695 0.84
H -11.725 -19.678 -1.177 0.39
H -11.129 -19.485 1.375 0.41
H -12.892 -19.094 2.908 0.57
H -15.132 -18.521 2.179 0.28
N -16.390 -24.242 0.653 -0.06
C -15.423 -23.512 0.137 -0.56
C -14.738 -22.558 0.916 0.13
C -15.092 -22.348 2.225 -0.46
C -16.174 -23.046 2.773 -0.81
C -16.754 -23.988 1.935 -0.36
H -15.211 -23.700 -0.906 0.65
H -14.099 -21.766 0.552 0.25
H -14.599 -21.582 2.841 0.35
H -16.530 -22.919 3.747 0.54
H -17.558 -24.492 2.389 0.36
N -16.475 -25.621 -7.775 -0.48
C -15.549 -25.776 -8.718 -0.45
C -15.219 -24.694 -9.571 -0.56
C -15.975 -23.517 -9.524 -0.46
C -16.961 -23.430 -8.566 0.49
C -17.103 -24.451 -7.669 -0.26
H -15.091 -26.756 -8.754 0.45
H -14.550 -24.881 -10.362 0.44
H -15.846 -22.744 -10.264 0.49
H -17.602 -22.594 -8.533 -0.09
H -17.915 -24.344 -6.893 0.27
N -19.396 -18.218 -5.085 0.58
C -20.429 -18.499 -5.908 -0.87
C -21.042 -17.483 -6.715 -0.74
C -20.683 -16.142 -6.439 -0.74
C -19.854 -15.826 -5.401 -0.90
C -19.229 -16.932 -4.762 0.09
H -20.658 -19.523 -6.100 0.92
H -21.813 -17.674 -7.458 0.63
H -20.964 -15.356 -7.127 0.49
H -19.555 -14.838 -5.240 0.78
H -18.507 -16.790 -4.017 -0.35
N -12.455 -22.925 -2.397 -0.38
C -12.078 -24.119 -2.102 -0.35
C -12.763 -25.351 -2.361 -0.68
C -13.863 -25.237 -3.194 -0.29
C -14.233 -23.975 -3.695 -0.04
C -13.566 -22.824 -3.190 0.35
H -11.246 -24.070 -1.409 0.36
H -12.371 -26.241 -2.040 0.56
H -14.542 -26.115 -3.285 0.31
H -15.220 -23.952 -4.168 0.05
H -13.990 -21.892 -3.523 0.09
Cl -23.358 -18.271 0.109 -0.21
C -23.008 -19.056 -1.382 0.16
C -23.799 -18.628 -2.541 0.47
Cl -23.213 -17.158 -3.311 -0.19
H -23.110 -20.060 -1.233 0.07
H -21.978 -18.879 -1.712 -0.09
H -24.867 -18.404 -2.269 0.40
H -23.769 -19.460 -3.278 -0.47
Cl -16.329 -15.783 -0.629 -0.19
C -15.558 -16.500 -2.062 0.69
C -15.313 -15.512 -3.203 -0.51
Cl -16.821 -14.950 -3.980 -0.12
H -16.318 -17.319 -2.326 -0.44
H -14.691 -17.056 -1.710 0.10
H -14.673 -15.850 -3.957 0.06
H -14.964 -14.547 -2.816 0.44
Cl -18.747 -21.237 -0.392 0.08
C -17.972 -19.745 0.204 -0.07
C -18.769 -18.495 0.109 -0.77
Cl -18.884 -17.882 -1.562 -0.03
H -17.078 -19.572 -0.379 -0.26
H -17.798 -19.890 1.279 0.32
H -18.394 -17.747 0.818 0.33
H -19.801 -18.719 0.476 0.36
Cl -15.103 -15.185 -8.719 -0.16
C -16.049 -13.796 -8.051 -0.50
C -17.397 -14.247 -7.584 -0.07
Cl -18.410 -14.714 -8.969 -0.18
H -16.094 -13.086 -8.918 0.36
H -15.578 -13.345 -7.209 0.32
H -17.912 -13.484 -7.071 0.40
H -17.382 -15.160 -6.933 -0.11
Cl -19.334 -26.089 -5.672 0.08
C -20.151 -26.149 -7.242 0.10
C -21.446 -25.381 -7.151 0.42
Cl -22.670 -26.227 -6.027 -0.25
H -20.367 -27.232 -7.395 0.39
H -19.450 -25.851 -8.042 -0.68
H -21.982 -25.354 -8.111 0.38
H -21.259 -24.357 -6.716 -0.48
Cl -20.199 -23.188 -9.424 0.03
C -19.593 -23.879 -10.962 -0.74
C -19.211 -25.335 -10.793 0.07
Cl -20.599 -26.397 -10.533 -0.17
H -18.778 -23.245 -11.326 0.22
H -20.350 -23.710 -11.730 0.49
H -18.479 -25.455 -10.009 -0.26
H -18.811 -25.728 -11.747 0.41
Cl -17.329 -26.362 -3.003 -0.16
C -18.542 -25.997 -1.727 0.15
C -18.301 -26.717 -0.447 -0.46
Cl -18.688 -28.500 -0.642 -0.23
H -19.438 -26.237 -2.171 0.18
H -18.478 -24.869 -1.575 -0.10
H -18.900 -26.255 0.335 0.34
H -17.273 -26.714 -0.157 0.30
Cl -19.113 -19.824 -11.096 -0.21
C -19.637 -19.276 -9.526 -0.38
C -18.497 -19.521 -8.566 2.39
Cl -17.110 -18.561 -8.859 -0.11
H -20.558 -19.805 -9.320 0.09
H -19.929 -18.266 -9.501 0.48
H -18.267 -20.588 -8.708 -0.93
H -18.856 -19.408 -7.549 -1.16
Cl -14.161 -19.194 -4.202 -0.04
C -14.639 -18.483 -5.741 0.04
C -13.479 -18.074 -6.573 -0.47
Cl -12.408 -16.817 -5.822 -0.22
H -15.163 -17.578 -5.420 -0.19
H -15.266 -19.084 -6.317 0.18
H -13.921 -17.733 -7.514 0.24
H -12.757 -18.905 -6.754 0.39
Cl -16.679 -22.032 -5.103 0.02
C -17.894 -20.865 -4.542 0.28
C -19.170 -21.632 -4.164 -0.96
Cl -19.934 -22.378 -5.652 0.18
H -17.990 -20.136 -5.278 -0.21
H -17.631 -20.330 -3.667 0.26
H -19.953 -20.990 -3.724 0.22
H -18.924 -22.427 -3.504 0.28
```

Properties
E   -11727.8123 Ha
Lowest unoccupied orbital energy   0.40 eV
HOMO level   -0.340 hartree
Charge   0